*one*
20
Properties=species:S:1:pos:R:3 method="wB97M-V/def2-TZVPD" e_homo_ev=-8.290 spin_multiplicity=1 homo_lumo_gap_ev=9.21
C 0.1906 -2.1107 0.5929
C 0.1988 -0.5365 0.8573
C -0.6647 0.2465 -0.2039
N -0.1292 0.6498 -1.2860
N 1.2949 0.4141 -1.2457
C 1.9280 1.6078 -0.9291
N -1.9343 0.7073 0.0311
N -2.7901 0.0599 0.9175
H 0.4053 -1.9245 -0.5380
H -0.8176 -2.5313 0.8626
H 0.9867 -2.5542 1.2187
H 1.3016 -0.2292 0.8030
H -0.1131 -0.3323 1.8564
H 1.4122 0.1242 -2.2748
H 2.9739 1.3817 -1.0038
H 1.7653 1.8965 0.1201
H 1.7906 2.6171 -1.4867
H -2.3082 1.2880 -0.7119
H -2.9285 -0.9750 0.5330
H -2.5622 0.2007 1.8873

*two*
20
Properties=species:S:1:pos:R:3 method="wB97M-V/def2-TZVPD" e_homo_ev=-8.404 spin_multiplicity=1 homo_lumo_gap_ev=9.32
N 1.2997 0.4563 2.2949
C -0.1108 0.6725 2.6534
C -0.7927 1.5594 1.6409
N -0.9015 1.3250 0.3917
N -0.4112 0.1265 -0.0530
C -0.2936 0.0042 -1.4919
C -0.0704 -1.4444 -1.8925
N 0.0407 -1.6605 -3.3233
H 1.8131 -0.1182 2.9847
H 1.7604 1.3718 2.3024
H -0.5920 -0.3192 2.6746
H -0.2557 1.1308 3.6350
H -1.2691 2.4825 1.9969
H 0.4159 -0.1732 0.4764
H -1.2311 0.3500 -1.9657
H 0.5362 0.6070 -1.9100
H -0.8824 -2.0673 -1.4841
H 0.8587 -1.8333 -1.4461
H 0.8585 -1.1896 -3.6838
H -0.7726 -1.2803 -3.8003

What should be chosen as the most stable of them? Choose *two*.

*one*
20
Properties=species:S:1:pos:R:3 method="wB97M-V/def2-TZVPD" e_homo_ev=-7.523 spin_multiplicity=1 homo_lumo_gap_ev=8.55
C 0.6108 0.5023 -0.6513
C 0.2833 -0.2288 0.5891
C 2.8521 -1.0863 -0.1590
N 2.0002 -0.0389 0.3519
C -2.0729 -0.0652 0.2086
N 0.3182 1.7936 -0.7350
N -3.1319 -0.8196 0.5262
N -2.2815 1.2054 -0.0451
H 2.4043 0.6465 0.9762
H 0.7117 -0.1422 -1.5366
H -1.4294 1.7615 -0.3053
H 0.5670 2.1666 -1.6474
H -3.0116 -1.8012 0.6972
H -4.0801 -0.4574 0.6248
H -3.1984 1.6499 0.0165
H 0.1294 -1.2985 0.5633
H 0.1013 0.3657 1.4705
H 2.3295 -1.6511 -0.9359
H 3.7628 -0.6939 -0.6264
H 3.1352 -1.8085 0.6176

*two*
20
Properties=species:S:1:pos:R:3 method="wB97M-V/def2-TZVPD" smiles="[H]/N=C/NC.N/C=C/N" e_homo_ev=-8.824 spin_multiplicity=1 homo_lumo_gap_ev=9.83
H 2.4830 -1.7133 1.6482
N 2.0342 -1.2119 0.8797
C 1.3071 -2.0541 0.2066
N 0.6209 -1.7095 -0.9290
C -0.5341 -2.5101 -1.3186
H 1.1584 -3.1166 0.4879
H 0.5262 -0.6854 -1.0799
H -0.7977 -2.3116 -2.3707
H -0.2759 -3.5831 -1.2169
H -1.4204 -2.3045 -0.7125
N 0.8846 1.1645 -0.2127
C -0.1467 1.9191 0.4125
C -1.4702 1.8929 0.1408
N -2.3798 2.6833 0.9153
H 1.3688 0.5443 0.4383
H 1.5667 1.7848 -0.6395
H 0.1900 2.5364 1.2429
H -1.9384 1.3287 -0.6945
H -3.1214 2.1018 1.2857
H -2.7943 3.4469 0.3897

What should be chosen as the most stable of them? Choose *two*.

*one*
15
Properties=species:S:1:pos:R:3 method="wB97M-V/def2-TZVPD" charge=+1 smiles=C#C[C@H]1COC[NH2+]1 e_homo_ev=-14.058 spin_multiplicity=1 homo_lumo_gap_ev=10.47
C 2.6674 -0.4115 0.7706
C 1.7041 -0.0828 0.1123
C 0.5201 0.2842 -0.6746
C -0.4989 -1.2670 -0.4764
O -1.0302 -0.9092 0.7756
C -1.5224 0.3374 0.6265
N -0.3744 1.2056 -0.0304
H 3.5768 -0.9764 1.0468
H 0.7613 0.4951 -1.6771
H -1.2277 -1.3028 -1.4095
H 0.0252 -2.1970 -0.5847
H -1.5918 0.8581 1.5548
H -2.2731 0.3108 -0.1583
H -0.7591 1.8747 -0.6389
H 0.0227 1.7809 0.7636

*two*
15
Properties=species:S:1:pos:R:3 method="wB97M-V/def2-TZVPD" charge=+1 smiles="C#[N+]O[C@@H](C)C=C" e_homo_ev=-15.159 spin_multiplicity=1 homo_lumo_gap_ev=10.64
C 1.4541 -2.6251 0.8967
N 0.6736 -1.8829 1.2767
O -0.1194 -0.9808 1.4763
C -0.5624 -0.1223 0.1792
C -1.5103 0.7781 0.9853
C 0.6328 0.5242 -0.4748
C 1.2461 -0.0036 -1.4759
H 2.0158 -3.4423 0.4824
H -1.1014 -0.7590 -0.5807
H -1.0843 1.6035 1.6086
H -2.0284 0.1524 1.6807
H -2.1683 1.2578 0.3512
H 0.7720 1.5331 -0.2170
H 0.9266 -0.9222 -1.9823
H 1.9629 0.5223 -1.9757

What should be chosen as the most stable of them? Choose *one*.

*one*
15
Properties=species:S:1:pos:R:3 method="wB97M-V/def2-TZVPD" charge=+1 smiles="C/C=C/[N+](C)=C=O" e_homo_ev=-14.448 spin_multiplicity=1 homo_lumo_gap_ev=9.46
C 1.1436 0.2671 2.4833
C 0.6823 0.5587 1.0514
C 0.2685 -0.5079 0.2520
N -0.4044 -0.5907 -1.3096
C -1.0059 0.6591 -1.7508
C -0.6309 -1.5692 -2.1641
O -0.8021 -2.3775 -2.9330
H 1.6274 1.1837 2.7279
H 1.5826 -0.6801 2.5425
H 0.2716 0.2599 3.1047
H 0.4259 1.6328 0.8278
H 0.3135 -1.5086 0.4637
H -0.6364 0.7968 -2.7147
H -0.7822 1.3672 -0.9648
H -2.0534 0.5088 -1.6163

*two*
15
Properties=species:S:1:pos:R:3 method="wB97M-V/def2-TZVPD" charge=+1 e_homo_ev="-15.533 / -15.532" spin_multiplicity=1 homo_lumo_gap_ev="8.73 / 8.73"
C 0.8958 0.0860 -0.0600
C 2.0117 1.0839 0.2026
C -0.5170 -0.1965 -0.0615
C -1.5983 0.7820 -0.1523
C -0.9363 -1.6138 0.1730
N 1.7946 -0.8523 -0.2814
O 2.8620 -0.0932 -0.0994
H 2.0001 1.9929 -0.4576
H 2.2151 1.2383 1.1952
H -2.6060 0.3074 -0.1295
H -1.6750 1.1864 -1.2724
H -1.4870 1.7522 0.2660
H -0.0948 -2.2519 0.5226
H -1.1644 -1.9211 -0.8446
H -1.7006 -1.5003 0.9993

What should be chosen as the most stable of them? Choose *one*.

*one*
14
Properties=species:S:1:pos:R:3 method="wB97M-V/def2-TZVPD" smiles="CN[P@@](C)(=O)O" e_homo_ev=-10.177 spin_multiplicity=1 homo_lumo_gap_ev=10.80
C 1.7821 -0.5904 0.1864
N 0.5776 -1.3218 -0.2839
P -0.9993 -0.5614 -0.0423
C -1.6952 1.1923 -0.3837
O -2.0552 -1.5157 -0.3948
O -0.8382 -0.3502 1.5355
H 1.8881 0.4133 -0.2403
H 1.8887 -0.6974 1.2726
H 2.5487 -1.1664 -0.0810
H 0.6732 -1.6393 -1.2082
H -2.6180 1.3015 0.1983
H -1.0761 1.9984 -0.0683
H -2.0958 1.2398 -1.3936
H -1.6814 -0.5221 1.9549

*two*
14
Properties=species:S:1:pos:R:3 method="wB97M-V/def2-TZVPD" e_homo_ev="-8.938 / -8.938" spin_multiplicity=1 homo_lumo_gap_ev="9.40 / 9.40"
C -0.9326 -0.8859 -1.6277
C 1.7149 -0.4446 1.4547
N -1.4381 1.6474 -0.2610
O -1.2981 -0.9341 -0.2152
O 0.5323 0.1400 1.9528
P -1.2881 0.4128 0.6155
H -0.0264 -1.5449 -1.6450
H -0.8084 0.2592 -1.8244
H -1.8896 -1.3441 -2.1457
H 2.4209 -0.3991 2.3391
H 2.3401 0.1945 0.7565
H 1.6070 -1.4269 0.9763
H -1.5616 2.6401 0.1888
H -2.0174 -0.2250 1.6029

*three*
14
Properties=species:S:1:pos:R:3 method="wB97M-V/def2-TZVPD" e_homo_ev="-10.511 / -10.509" spin_multiplicity=1 homo_lumo_gap_ev="7.73 / 7.72"
C 0.5309 0.6977 1.4803
C 0.2560 0.7474 -1.4615
N -0.2312 -1.5852 0.1568
O 2.0885 -0.9259 -0.1550
O -2.3470 -0.7396 -0.0853
P 0.7528 -0.2780 -0.0328
H 1.2724 1.4934 1.5048
H -0.4705 1.1158 1.5206
H 0.6900 0.0300 2.3249
H -0.8276 0.8040 -1.4822
H 0.6837 1.7423 -1.3679
H 0.6309 0.2777 -2.3688
H -0.3284 -2.1418 -0.6851
H -2.7004 -1.2379 0.6513

What should be chosen as the most stable of them? Choose *one*.

*one*
17
Properties=species:S:1:pos:R:3 method="wB97M-V/def2-TZVPD" e_homo_ev=-7.507 spin_multiplicity=1 homo_lumo_gap_ev=7.90
C 0.2609 0.6551 -0.9617
C -0.6991 0.3910 0.8765
C -0.2216 -0.8698 0.6139
C 0.2433 -0.7531 -0.7718
H -0.0401 1.6689 -2.7357
H 0.5423 2.8526 -1.4311
H -0.7690 1.8731 2.5843
H -2.2236 1.3942 1.8062
H 0.3691 -2.8782 0.9499
H -1.1790 -2.2844 1.8250
H 1.9788 -1.0022 -1.8226
H 1.6650 -2.1009 -0.3170
N 0.7599 1.6299 -2.0766
N -1.1690 1.0999 1.9999
N 0.0734 -1.9069 1.4475
N 1.2587 -1.6724 -1.1723
O -0.5382 1.2355 -0.0988

*two*
17
Properties=species:S:1:pos:R:3 method="wB97M-V/def2-TZVPD" e_homo_ev=-7.093 spin_multiplicity=1 homo_lumo_gap_ev=7.07
C -0.0404 0.9710 0.1082
C -2.0413 -0.1015 0.0485
C 0.2494 -0.3601 -0.0336
C 1.5128 -1.1970 0.0124
H 0.9458 2.4403 0.8806
H 1.6472 2.0444 -0.6679
H -1.8277 1.9738 -0.4293
H -3.3143 -1.3786 -0.4592
H -1.0342 -1.9676 0.2605
H 1.2504 -2.0678 -0.6995
H 1.7194 -1.6044 1.0760
H 3.2938 -0.3562 0.5456
N 0.7027 2.1040 -0.1988
N -1.4182 1.1738 0.2013
N -3.2777 -0.3984 -0.4520
N -0.9261 -0.9416 0.2498
O 2.5586 -0.3340 -0.4424

*three*
17
Properties=species:S:1:pos:R:3 method="wB97M-V/def2-TZVPD" e_homo_ev=-8.671 spin_multiplicity=1 homo_lumo_gap_ev=9.39
N 1.3367 2.0689 -0.1412
N 0.1444 1.3341 -0.0306
C 0.0932 0.1330 -0.4381
N 1.0392 -0.7488 -0.7854
C 2.1662 -1.1429 -0.2535
O 2.7911 -0.6633 0.7115
N -1.1948 -0.5482 -0.5074
C -2.3154 0.2540 -0.0809
C -1.7899 -0.9115 0.7060
H 2.2013 1.7717 0.3191
H 1.1398 3.1211 0.1546
H 0.3415 -1.6377 -1.1428
H 2.6653 -2.0160 -0.7738
H -3.3715 0.1796 -0.4399
H -1.8847 1.2302 0.3641
H -2.2240 -1.8722 0.6798
H -1.1385 -0.5520 1.6586

*four*
17
Properties=species:S:1:pos:R:3 method="wB97M-V/def2-TZVPD" e_homo_ev=-7.381 spin_multiplicity=1 homo_lumo_gap_ev=7.49
C 0.3722 -0.8629 0.6875
C -0.2257 1.1420 0.4485
C -0.5260 0.5730 -0.7173
C -0.2417 -0.7342 -0.5559
H 2.1210 -2.3494 0.7816
H 0.6206 -2.6854 1.6828
H -1.1926 2.5404 1.4886
H 0.8789 2.1034 2.3715
H -0.6907 0.5113 -2.6729
H -0.4582 2.4374 -1.5843
H 0.6278 -2.6499 -1.4428
H -1.3244 -2.3351 -1.6275
N 1.0476 -1.9960 0.9979
N -0.0206 2.4779 1.2334
N -1.0089 1.2727 -1.8792
N -0.1555 -1.7845 -1.6513
O 0.5134 0.2411 1.3650

What should be chosen as the most stable of them? Choose *two*.